No. 1
Entry from the OMol25 dataset: a structure of composition C26H43IrN3S2 (ωB97M-V/def2-TZVPD).

Values from the calculation:
Kohn-Sham gap (alpha / beta) = 7.0878 / 5.3518 eV

Geometry as ORCA input:
```
! RIJCOSX wB97M-V def2-TZVPD def2/J DEFGRID3
* xyz 3 5
Ir -0.134 -0.008 0.177
S -1.128 1.386 1.793
S 1.224 -0.641 -1.704
C -2.936 1.367 1.582
C -0.797 3.060 1.199
C -0.683 3.051 -0.306
N 0.274 1.965 -0.682
C 0.555 2.003 -2.141
C 1.644 0.988 -2.411
H 0.130 3.379 1.693
H -1.625 3.676 1.549
H -0.267 4.001 -0.687
H -1.652 2.855 -0.789
H 0.889 3.029 -2.381
H -0.375 1.807 -2.698
H 2.597 1.304 -1.972
H 1.769 0.833 -3.485
C 0.428 -1.226 -3.259
H 1.158 2.226 -0.231
H -0.294 -0.509 -3.669
H -0.050 -2.189 -3.067
H 1.263 -1.351 -3.960
H -3.319 0.348 1.677
H -3.236 1.804 0.622
H -3.316 1.976 2.411
C 1.782 0.307 1.162
C 1.682 -1.118 1.221
H 1.611 0.847 2.096
H 2.511 0.758 0.483
H 1.473 -1.575 2.197
H 2.154 -1.763 0.467
C -4.513 -3.246 -4.631
C -4.037 -3.806 -3.287
C -5.257 -4.220 -2.449
C -3.201 -5.069 -3.544
C -3.206 -2.783 -2.494
C -3.069 -1.432 -2.841
C -2.320 -0.568 -2.040
N -1.691 -1.022 -0.934
C -1.923 -2.300 -0.511
C -2.622 -3.216 -1.305
C -1.494 -2.557 0.842
C -1.532 -3.797 1.506
C -1.254 -3.826 2.874
C -1.160 -2.596 3.548
C -1.016 -1.426 2.825
N -1.027 -1.438 1.472
C -0.929 -5.094 3.666
C 0.401 -4.893 4.415
C -2.043 -5.334 4.704
C -0.826 -6.310 2.749
H -5.107 -4.015 -5.143
H -3.656 -2.990 -5.265
H -5.144 -2.362 -4.486
H -5.852 -4.948 -3.014
H -4.957 -4.682 -1.499
H -5.892 -3.353 -2.222
H -2.313 -4.826 -4.141
H -2.875 -5.536 -2.607
H -3.800 -5.805 -4.097
H -3.545 -1.015 -3.733
H -2.208 0.491 -2.277
H -2.717 -4.244 -0.947
H -1.711 -4.689 0.913
H -1.106 -2.524 4.635
H -0.848 -0.478 3.335
H 0.339 -4.072 5.138
H 0.670 -5.807 4.958
H 1.206 -4.664 3.707
H -3.009 -5.480 4.198
H -1.816 -6.233 5.295
H -2.141 -4.481 5.389
H -1.788 -6.513 2.265
H -0.064 -6.149 1.978
H -0.542 -7.192 3.333
*
```

No. 2
Entry from the OMol25 dataset: an isolated molecule of C26H43NO3 (ωB97M-V/def2-TZVPD).

Values from the calculation:
structure (SMILES) = CCCCCCCC/C=C\CCCCCCCC(=O)NCc1ccc(O)c(OC)c1
Kohn-Sham gap = 8.9336 eV

Geometry as ORCA input:
```
! RIJCOSX wB97M-V def2-TZVPD def2/J DEFGRID3
* xyz 0 1
C -8.084 -1.835 1.486
C -7.957 -0.936 0.261
C -7.069 0.285 0.501
C -5.597 -0.067 0.712
C -4.734 1.188 0.821
C -3.275 0.897 1.176
C -2.524 0.032 0.163
H -2.995 -0.950 0.094
H -1.505 -0.116 0.532
C -2.448 0.659 -1.234
C -1.588 -0.178 -2.128
C -0.425 0.158 -2.666
C 0.282 1.470 -2.519
H -0.433 2.279 -2.357
H 0.829 1.689 -3.439
C 1.274 1.438 -1.349
C 2.015 2.766 -1.219
C 2.960 2.834 -0.020
H 3.324 3.860 0.076
C 4.163 1.900 -0.145
C 5.171 2.136 0.978
C 6.410 1.239 0.861
C 6.031 -0.206 1.132
O 5.869 -0.640 2.254
N 5.884 -0.967 0.024
H 5.920 -0.533 -0.884
C 5.408 -2.336 0.082
C 3.937 -2.432 -0.234
C 3.468 -3.145 -1.322
C 2.107 -3.227 -1.571
C 1.203 -2.584 -0.745
C 1.677 -1.832 0.345
C 3.033 -1.771 0.596
H 3.418 -1.229 1.445
O 0.700 -1.215 1.094
C 1.107 -0.466 2.213
H 0.192 -0.070 2.652
H 1.760 0.362 1.922
H 1.622 -1.091 2.947
O -0.127 -2.696 -0.982
H -0.596 -2.137 -0.347
H 1.726 -3.795 -2.405
H 4.160 -3.657 -1.973
H 5.593 -2.676 1.105
H 5.990 -2.947 -0.613
H 6.862 1.347 -0.126
H 7.135 1.539 1.618
H 4.697 1.948 1.944
H 5.488 3.181 0.960
H 4.649 2.076 -1.109
H 3.825 0.862 -0.123
H 2.408 2.598 0.892
H 1.277 3.568 -1.124
H 2.583 2.953 -2.134
H 0.725 1.233 -0.427
H 1.981 0.621 -1.506
H 0.103 -0.580 -3.255
H -1.974 -1.172 -2.313
H -3.452 0.713 -1.661
H -2.057 1.673 -1.149
H -2.749 1.850 1.283
H -3.245 0.395 2.147
H -5.151 1.833 1.600
H -4.781 1.745 -0.117
H -5.485 -0.655 1.625
H -5.259 -0.678 -0.127
H -7.148 0.949 -0.364
H -7.439 0.834 1.370
H -8.953 -0.591 -0.026
H -7.555 -1.516 -0.573
H -8.446 -1.266 2.339
H -7.126 -2.277 1.748
H -8.786 -2.643 1.290
*
```

No. 3
Entry from the OMol25 dataset: a structure of composition C26H44As3Cl5CrN3 (ωB97M-V/def2-TZVPD).

Values from the calculation:
Kohn-Sham gap (alpha / beta) = 8.3245 / 7.9750 eV

Geometry as ORCA input:
```
! RIJCOSX wB97M-V def2-TZVPD def2/J DEFGRID3
* xyz 1 5
Cr -0.014 -0.045 -0.064
Cl 2.724 -0.762 0.725
C 1.682 -0.875 2.123
C 0.335 -0.682 1.845
C -0.512 -0.705 2.944
Cl -2.192 -0.381 2.632
C -0.067 -0.918 4.245
Cl -1.170 -0.954 5.560
C 1.303 -1.083 4.470
Cl 1.893 -1.281 6.068
C 2.198 -1.057 3.397
Cl 3.887 -1.214 3.657
C -3.705 4.072 -1.363
As -2.906 2.320 -0.925
C -4.402 1.733 0.208
C -3.500 1.258 -2.477
C -2.698 1.276 -3.791
C -2.238 2.700 -4.139
C -1.482 0.329 -3.765
As 0.031 0.503 -2.497
C 1.062 2.055 -3.080
C 1.136 -0.809 -3.441
C -3.620 0.812 -4.933
As -4.736 -0.859 -4.982
C -4.554 -1.720 -3.213
C -3.419 -2.030 -5.861
H -4.604 3.927 -1.962
H -3.015 4.716 -1.904
H -3.984 4.574 -0.436
H -5.343 1.995 -0.275
H -4.363 2.221 1.181
H -4.367 0.655 0.366
H -4.530 1.559 -2.683
H -3.538 0.233 -2.099
H -1.608 3.102 -3.343
H -3.095 3.363 -4.266
H -1.663 2.707 -5.067
H -1.004 0.335 -4.748
H -1.845 -0.691 -3.597
H 0.940 2.215 -4.150
H 2.107 1.829 -2.870
H 0.793 2.958 -2.536
H 1.357 -0.432 -4.439
H 0.634 -1.771 -3.533
H 2.078 -0.956 -2.911
H -3.033 0.749 -5.855
H -4.354 1.605 -5.099
H -5.132 -1.199 -2.450
H -3.515 -1.817 -2.897
H -4.975 -2.720 -3.323
H -3.131 -1.612 -6.825
H -3.877 -3.002 -6.042
H -2.526 -2.172 -5.252
C -1.612 -4.387 -1.340
C -2.497 -3.387 -0.963
C -2.001 -2.154 -0.593
N -0.688 -1.869 -0.568
C 0.162 -2.854 -0.900
C -0.254 -4.109 -1.297
H -1.971 -5.358 -1.651
H -3.564 -3.562 -0.962
H -2.666 -1.354 -0.292
H 1.216 -2.620 -0.831
H 0.481 -4.850 -1.574
C -0.508 4.321 2.221
C 0.909 4.160 1.648
C 1.881 3.723 2.746
C 1.362 5.481 1.039
N 0.955 3.177 0.539
N 0.614 1.846 0.923
H -0.528 5.116 2.966
H -0.863 3.411 2.712
H -1.204 4.585 1.421
H 2.018 4.533 3.461
H 2.853 3.476 2.316
H 1.507 2.859 3.301
H 1.333 6.272 1.787
H 0.704 5.769 0.215
H 2.379 5.397 0.656
H 0.306 3.464 -0.185
H 1.400 1.536 1.481
H -0.188 1.853 1.559
*
```

E readings, ordered: -56609.8195; -35293.2094; -305689.9071 eV
ΔE to the lowest compared entry with this formula, charge and spin readings, ordered: 17.5; 68.6; 46.8 kJ/mol